{
  "formula": "C38H32N2O6PtS2",
  "method": "the ωB97M-V functional and the def2-TZVPD basis",
  "symbols": ["C", "C", "H", "C", "H", "C", "C", "C", "C", "O", "C", "C", "C", "H", "H", "C", "C", "H", "Pt", "C", "O", "C", "C", "O", "C", "H", "H", "H", "H", "H", "C", "H", "C", "H", "H", "S", "C", "H", "H", "C", "N", "H", "C", "C", "H", "H", "C", "H", "C", "H", "C", "C", "H", "H", "C", "C", "H", "C", "H", "H", "C", "H", "C", "C", "H", "O", "H", "C", "C", "C", "N", "H", "H", "O", "H", "S", "C", "C", "H", "O", "C"],
  "coordinates": [[0.07614, 3.46494, 3.36379], [-3.78971, -0.04978, 0.75795], [-3.06798, -0.86311, 5.97608], [2.09325, -3.92997, -1.48328], [2.02070, -4.22381, -0.44534], [2.31380, -3.19194, -4.14515], [-1.12313, -0.22609, 3.27136], [-1.51392, 1.07282, 2.99350], [0.25627, -2.67328, 0.33329], [-0.15912, 0.78658, -2.81381], [1.46042, -2.50105, -3.30027], [3.73210, 2.77062, -4.18168], [-0.22695, 4.12863, 1.08529], [-3.01715, 2.41138, 1.31340], [-1.03194, -4.28254, -0.28485], [-0.99430, -1.98428, -1.76110], [0.10295, -3.83358, 2.86708], [3.80750, 1.48277, -5.92792], [0.01726, 0.87326, -0.82065], [0.86438, -2.69410, 2.66306], [1.02842, -0.80739, -0.98017], [-4.08215, -1.33026, 0.32350], [0.84243, 5.62629, 2.63836], [-0.93743, 2.46911, -4.40299], [-2.62416, 0.56088, 0.33407], [-0.02075, 2.73160, 4.15288], [3.73191, -4.79571, -4.32246], [-3.38109, -2.99002, -0.86018], [-1.31648, -2.97956, -2.06159], [-0.38406, -0.69345, 2.63681], [-0.39952, 3.17608, 2.08668], [-0.54187, 3.94404, 0.06677], [3.06650, -4.25480, -3.66236], [3.54027, -5.44082, -1.94253], [0.87658, -1.67310, -3.68975], [-0.94922, 2.18004, -3.00232], [2.70426, 1.80153, -2.24399], [1.31699, 6.57560, 2.85249], [2.71405, -0.41335, -4.70180], [-2.19770, 1.91997, 0.79354], [2.56707, 0.66767, -2.95620], [4.19022, 3.61799, -4.67440], [2.92415, 0.54166, -4.24442], [-3.03243, 0.98303, 4.87288], [3.43251, 3.80441, -2.32105], [0.50813, 6.06386, 0.56200], [-2.63538, -0.32322, 5.14351], [-1.18198, -5.28936, 1.94694], [-0.58558, -4.39790, 1.80000], [-4.44267, 0.48128, 1.43608], [-0.50688, -3.82076, 0.54308], [0.37602, -2.06932, -1.05669], [-2.78832, 2.69130, 3.61084], [-3.77434, 1.46596, 5.49633], [-2.03649, -1.33785, -0.90811], [0.94120, -2.11375, 1.40183], [0.04414, -4.28183, 3.85066], [-3.19562, -1.98339, -0.51362], [1.05075, 4.88084, 4.63993], [-1.96802, 2.52660, -0.08604], [0.38681, 5.34235, 1.36027], [-4.98801, -1.82350, 0.65086], [1.33359, -2.86938, -1.95876], [2.95548, -4.61715, -2.33125], [2.08979, -0.10186, -2.48655], [0.04531, 1.00884, 1.18212], [-1.36226, -1.93926, 4.53404], [-1.67995, -0.92170, 4.33997], [0.68957, 4.67891, 3.63929], [3.52264, 1.58341, -4.89216], [-1.78413, -0.09303, -0.48990], [1.39965, -2.24319, 3.48938], [-0.87506, -1.38462, -2.66176], [-2.24534, 1.98834, -2.37197], [1.52225, -1.21440, 1.24843], [2.15001, 1.84639, -0.61644], [-2.47869, 1.67050, 3.80611], [-0.98174, 1.79411, 1.75450], [2.38305, -2.90968, -5.18907], [-0.10477, 3.07076, -2.15323], [3.32779, 2.88274, -2.87315]],
  "charge": 0,
  "orbital_gap_ev": 7.1,
  "multiplicity": 1,
  "e_above_lowest_kcal_mol": 23.9,
  "energy_ha": -2943.90211
}